88
Properties=species:S:1:pos:R:3:mulliken_charge:R:1 method="wB97M-V/def2-TZVPD" orbital_gap_ha="0.249 / 0.249" homo_energy_ev="-6.51 / -6.51" e_tot_ev=-103792.146 spin_multiplicity=2 de_lowest_kcal_mol=1.0 total_charge=0 mol_weight_g_mol=831.96 lumo_energy_ha="0.00976 / 0.00978"
Yb 0.7991 -0.1603 0.6685 0.269
C -1.2130 3.4526 1.8177 -0.466
C -1.9075 3.3321 0.4634 -1.354
C -1.2963 2.3249 -0.5146 -1.018
N -1.2569 0.9593 -0.0042 0.448
C -2.3015 0.1742 -0.1660 0.563
C -3.3634 0.4232 -1.0778 -0.134
C -4.6523 -0.0704 -1.1539 -0.705
C -5.3297 -0.9090 -0.2808 -0.572
C -4.7529 -1.5562 0.7999 -0.710
C -3.4200 -1.6648 1.1578 -0.827
C -2.2443 -1.1155 0.5824 0.956
N -1.0389 -1.6181 0.7694 0.416
C -0.9286 -2.8775 1.4961 -1.592
C -0.7263 -2.6876 3.0002 -0.246
C 0.6668 -2.1517 3.3392 -1.808
N 0.9081 -0.7865 2.8958 -0.318
C 0.7254 0.2001 3.7566 1.367
C 0.0562 0.0477 4.9900 -0.442
C 0.0086 0.8784 6.1132 -0.864
C 0.7507 2.0187 6.3829 -0.461
C 1.6112 2.6871 5.5130 -0.439
C 1.7629 2.4972 4.1432 -0.615
C 1.1889 1.5492 3.2693 0.562
N 1.1163 1.7122 1.9613 0.186
C 1.3313 3.0307 1.3962 -1.223
C 0.2112 4.0261 1.7796 -0.754
H -1.1991 2.4750 2.2992 0.141
H -1.8243 4.0985 2.4520 0.385
H -1.8971 4.3089 -0.0341 0.457
H -2.9565 3.0634 0.6204 0.390
H -0.2715 2.6313 -0.7419 0.233
H -1.8451 2.4093 -1.4514 0.613
H -3.1278 1.1577 -1.8371 0.203
H -5.2347 0.3133 -1.9859 0.378
H -6.3892 -1.0607 -0.4491 0.341
H -5.4372 -2.1091 1.4359 0.357
H -3.2419 -2.2970 2.0169 0.278
H -0.0578 -3.4103 1.1150 0.201
H -1.7970 -3.5106 1.3068 0.810
H -0.8553 -3.6536 3.4975 0.452
H -1.4873 -2.0062 3.3909 0.283
H 1.4053 -2.7855 2.8403 0.407
H 0.8440 -2.2438 4.4126 0.703
H -0.5052 -0.8729 5.0905 0.224
H -0.6375 0.5345 6.9135 0.344
H 0.6564 2.4316 7.3813 0.304
H 2.1751 3.5107 5.9359 0.353
H 2.3870 3.2312 3.6458 0.350
H 1.3882 2.9146 0.3130 0.344
H 2.2981 3.4507 1.6881 0.506
H 0.2530 4.8731 1.0856 0.488
H 0.4396 4.4201 2.7709 0.425
S 3.5787 -0.0049 0.6353 -0.576
C 3.4035 -1.6702 0.2330 0.486
C 4.4988 -2.5599 0.1724 -0.775
C 4.3021 -3.8641 -0.2040 -0.239
C 3.0133 -4.3036 -0.5277 -1.202
C 1.9885 -3.3978 -0.4180 -0.133
N 2.1539 -2.1221 -0.0368 0.270
H 5.4792 -2.1779 0.4190 0.461
H 5.1405 -4.5496 -0.2588 0.381
H 2.8186 -5.3185 -0.8461 0.429
H 0.9727 -3.6936 -0.6573 0.409
O 1.0069 0.1150 -1.6021 -0.321
S 0.0107 0.5155 -2.6670 1.479
C -0.3527 -1.0046 -3.5481 0.341
C -0.6274 -2.1066 -2.7481 0.255
C -0.9999 -3.2991 -3.3469 -0.905
C -1.1092 -3.3787 -4.7289 -0.652
C -0.8490 -2.2650 -5.5164 -0.728
C -0.4695 -1.0668 -4.9288 -0.729
C 0.9935 1.3570 -3.8915 -0.076
C 0.4066 2.3700 -4.6340 -0.118
C 1.1726 3.0388 -5.5801 -0.700
C 2.5092 2.7033 -5.7480 -0.450
C 3.0895 1.7025 -4.9751 -0.728
C 2.3315 1.0191 -4.0382 -0.144
H -0.5529 -2.0202 -1.6692 0.018
H -1.2148 -4.1663 -2.7350 0.466
H -1.3995 -4.3121 -5.1947 0.394
H -0.9313 -2.3292 -6.5940 0.413
H -0.2551 -0.2013 -5.5438 0.419
H -0.6353 2.6303 -4.4741 0.417
H 0.7298 3.8291 -6.1734 0.423
H 3.1080 3.2342 -6.4773 0.383
H 4.1364 1.4563 -5.0998 0.416
H 2.7647 0.2512 -3.4071 0.431